Entry 1:
Formula: C11H4AsBr2CoF6N2O5S6
Source: the OMol25 dataset
Level of theory: ωB97M-V/def2-TZVPD

The geometry in XYZ format:
```
38
Properties=species:S:1:pos:R:3:lowdin_spin:R:1
Co 0.379 -0.028 0.217 2.6560
F -3.116 0.185 3.977 0.0002
C -3.123 -0.335 2.746 0.0006
F -3.867 0.470 1.973 0.0002
F -3.758 -1.510 2.812 0.0005
S -1.405 -0.498 2.026 0.0015
O -1.654 -1.227 0.815 0.0175
O -0.960 0.872 1.909 0.0246
N -0.758 -1.272 3.219 -0.0003
S 0.796 -1.508 3.039 0.0099
O 1.619 -0.732 3.905 0.0127
O 1.146 -1.569 1.635 0.0229
C 0.879 -3.235 3.771 0.0025
F 0.043 -3.272 4.828 0.0008
F 0.480 -4.171 2.919 0.0000
F 2.082 -3.535 4.232 -0.0002
S 6.569 -0.917 2.110 0.2801
As 4.509 -1.502 1.886 0.2818
S 3.772 -0.348 -0.023 0.1777
S 2.378 1.042 0.440 0.1406
S 4.555 -3.539 1.266 0.2635
Br 0.326 -2.383 -4.318 0.0011
C -0.110 -0.592 -3.884 0.0044
C -0.458 0.287 -4.901 0.0000
C -0.782 1.589 -4.604 0.0036
Br -1.217 2.754 -6.055 0.0007
C -0.789 2.068 -3.281 0.0006
C -1.082 3.388 -2.881 0.0022
C -1.057 3.703 -1.546 0.0011
C -0.795 2.706 -0.603 0.0069
N -0.513 1.466 -0.944 0.0318
C -0.468 1.143 -2.256 0.0022
C -0.058 -0.219 -2.530 0.0032
O 0.333 -0.980 -1.591 0.0480
H -0.464 -0.062 -5.924 0.0000
H -1.320 4.135 -3.625 0.0002
H -1.272 4.710 -1.217 0.0002
H -0.839 2.914 0.458 0.0006
```

Output
strongest force on any atom: 3.36 eV/A
E_HOMO (alpha / beta): -1.4028 / -1.4109 eV
LUMO level (alpha / beta): 3.5 / 3.5 eV
⟨S²⟩: 6.023
charge: -2
multiplicity: 5
HOMO-LUMO gap (alpha / beta): 4.9 / 4.9 eV


Entry 2:
Formula: C11H4Cl2N4O2
Source: the OMol25 dataset
Level of theory: ωB97M-V/def2-TZVPD

The geometry in XYZ format:
```
23
Properties=species:S:1:pos:R:3:nbo_charge:R:1
N -2.310 -2.398 0.858 -0.3593
C -1.338 -1.794 1.127 0.2979
C -0.128 -1.096 1.350 -0.4247
C -0.180 0.290 1.002 0.0384
C -1.297 1.020 1.687 0.2498
N -2.143 1.587 2.280 -0.2450
C 1.135 1.080 1.017 0.5210
O 1.098 2.255 0.674 -0.4676
C 2.374 0.304 1.262 -0.1863
Cl 3.810 1.208 1.257 0.0905
C 2.388 -1.053 1.461 -0.0513
Cl 3.834 -1.933 1.576 0.1223
C 1.132 -1.848 1.433 0.4737
O 1.110 -3.075 1.436 -0.5205
N -0.501 0.263 -0.787 -0.3629
C -1.791 0.377 -1.086 0.2486
N -1.949 0.754 -2.373 -0.4879
C -0.700 0.817 -2.945 -0.0690
C 0.204 0.506 -1.966 -0.0558
H -2.634 0.209 -0.424 0.2587
H -2.839 1.001 -2.803 0.4446
H -0.545 1.077 -3.979 0.2412
H 1.269 0.451 -2.056 0.2435
```

Output
strongest force on any atom: 3.53 eV/A
E_HOMO: -8.5054 eV
LUMO level: -1.9 eV
charge: 0
HOMO-LUMO gap: 6.6 eV